The following is a quantum chemistry calculation of an isolated molecule of C2H4NPS in a non-equilibrium geometry, from the Open Molecules 2025 dataset.

The calculation puts the LUMO energy (spin up / spin down) at -1.48 / -0.70 eV. For the orbital gap (spin up / spin down), the calculation gives 6.38 / 7.62 eV. The value obtained for the energy above the lowest of the compared OMol25 structures with the same formula, charge and spin is 94.6 kcal/mol. The HOMO energy (spin up / spin down) is -7.87 / -8.32 eV. The total charge is 0.

Element x y z (Å)
C  0.2459  -1.5056  0.8305
C  0.2283  0.6731  -1.0839
N  -1.0763  1.7432  1.4120
P  -1.0865  2.0753  -0.0160
S  1.1452  -0.2885  0.0638
H  0.9740  -1.8675  1.5300
H  -0.6227  -2.0611  0.5392
H  -0.6164  0.1008  -1.4173
H  0.8084  1.1301  -1.8583

Force components x, y, z for each atom (eV/Å):
1.9 1.9 -1.0
0.3 -1.9 1.6
-0.2 -0.5 1.9
0.0 0.9 -1.6
-1.3 -0.2 -0.7
-0.4 -0.6 0.7
-0.3 0.2 -0.2
-0.3 -0.1 -0.5
0.4 0.3 -0.2

Results of the natural (NBO) charge analysis, in e, for atoms 1 through 6: number 1, C, carries -0.594; number 2, C, carries -0.851; number 3, N, carries -0.965; number 4, P, carries 0.878; number 5, S, carries 0.606; number 6, H, carries 0.219

=====

The following is a quantum chemistry calculation of an isolated ion of composition C2H4NS and charge +1 in a non-equilibrium geometry, from the Open Molecules 2025 dataset.

The calculation puts the LUMO energy at -4.29 eV. For the orbital gap, the calculation gives 9.33 eV. The value obtained for the energy above the lowest of the compared OMol25 structures with the same formula, charge and spin is 38.8 kcal/mol. The HOMO energy is -13.62 eV. The total charge is +1.

Element x y z (Å)
N  1.1384  -0.3788  -0.9968
C  0.2537  0.0392  0.0198
C  -0.6681  0.3439  0.8486
S  -1.6990  0.7277  2.1163
H  0.7941  -1.3207  -1.1769
H  2.0417  -0.3787  -0.5073
H  1.1607  0.1770  -1.8226
H  -3.0215  0.7905  1.5189

Force components x, y, z for each atom (eV/Å):
-0.5 -0.9 2.5
-5.5 2.5 4.3
4.3 -1.6 -4.5
-1.5 0.2 -0.1
0.7 -0.5 -0.7
0.4 -0.4 -0.7
0.0 0.9 -1.0
2.2 -0.3 0.3

Results of the natural (NBO) charge analysis, in e, for atoms 1 through 6: number 1, N, carries -0.677; number 2, C, carries -0.022; number 3, C, carries -0.104; number 4, S, carries 0.176; number 5, H, carries 0.473; number 6, H, carries 0.478